DFT (wB97M-V/def2-TZVPD) results for 15 unconnected molecules or ions with the total composition C60H165N15O15 in a non-equilibrium geometry.

CARTESIAN COORDINATES (ANGSTROEM)
C (-0.4377, -1.8892, -6.5503)
C (-0.4210, -2.7841, -5.2874)
C (-1.2929, -3.9911, -5.4936)
O (-0.6679, -4.9070, -6.4452)
C (-1.3803, -6.1394, -6.4363)
N (0.8508, -3.2460, -4.8493)
H (0.2824, -1.0467, -6.4154)
H (-1.3991, -1.5587, -6.8051)
H (0.0601, -2.4465, -7.3563)
H (-0.8923, -2.1676, -4.4142)
H (-2.2665, -3.7586, -5.9650)
H (-1.4927, -4.3315, -4.4427)
H (-1.0217, -6.7648, -7.2631)
H (-2.4480, -5.9661, -6.6500)
H (-1.2586, -6.5680, -5.4167)
H (1.0896, -4.0900, -5.3406)
H (1.5705, -2.5114, -4.8977)
C (4.9644, 4.0562, 9.1172)
C (5.5387, 4.5402, 7.7835)
C (4.5420, 5.4630, 7.1107)
O (3.3289, 4.7220, 6.8267)
C (2.5702, 5.4502, 5.8893)
N (6.8775, 5.1095, 7.8572)
H (4.6686, 4.9453, 9.7142)
H (5.6577, 3.3772, 9.5612)
H (4.0173, 3.5352, 8.9298)
H (5.5239, 3.6541, 7.1227)
H (5.0856, 5.6951, 6.1406)
H (4.3976, 6.3916, 7.6744)
H (3.2809, 5.6085, 4.9909)
H (2.2978, 6.4622, 6.2166)
H (1.6441, 4.9163, 5.6222)
H (7.5598, 4.6306, 7.3420)
H (7.2773, 5.1444, 8.7823)
C (0.8225, 4.8290, 1.1915)
C (-0.6353, 5.2569, 1.1901)
C (-1.1672, 5.4782, 2.5656)
O (-1.3918, 4.1913, 3.1466)
C (-2.3368, 4.2290, 4.1821)
N (-0.7071, 6.4689, 0.4012)
H (1.0492, 3.9169, 1.8042)
H (1.3511, 5.6663, 1.6304)
H (1.1624, 4.7077, 0.1563)
H (-1.2458, 4.4071, 0.7561)
H (-2.1555, 6.0065, 2.4773)
H (-0.4679, 5.9868, 3.1899)
H (-2.2169, 3.3042, 4.6974)
H (-3.3756, 4.3270, 3.8638)
H (-2.1798, 5.0962, 4.8483)
H (-1.6725, 6.6837, 0.2755)
H (-0.1974, 6.3928, -0.4794)
C (-7.0665, 3.0869, -4.4185)
C (-5.7600, 3.7848, -4.3377)
C (-4.8106, 3.1634, -5.3323)
O (-3.5597, 3.7846, -5.3055)
C (-2.5879, 3.2462, -6.2503)
N (-6.1454, 5.1954, -4.4591)
H (-7.4840, 3.4420, -5.3619)
H (-7.7120, 3.4227, -3.6139)
H (-6.9352, 1.9853, -4.4229)
H (-5.2582, 3.5465, -3.4078)
H (-5.2129, 3.1319, -6.3565)
H (-4.6806, 2.0426, -4.9840)
H (-2.9059, 3.1573, -7.3095)
H (-2.2911, 2.1811, -5.9452)
H (-1.6959, 3.8981, -6.3129)
H (-5.3822, 5.7770, -4.2191)
H (-6.5152, 5.4607, -5.3443)
C (-2.4533, 4.7060, -1.8615)
C (-2.0739, 5.9119, -2.7697)
C (-0.9102, 5.6257, -3.6254)
O (0.2658, 5.7540, -2.7498)
C (1.4355, 5.2625, -3.4295)
N (-3.2438, 6.3021, -3.4611)
H (-3.0108, 3.9312, -2.5051)
H (-3.1015, 4.9753, -1.0477)
H (-1.5923, 4.2213, -1.3959)
H (-1.7694, 6.7313, -2.1192)
H (-0.9267, 6.5035, -4.2772)
H (-0.9003, 4.6804, -4.1940)
H (1.5368, 4.1745, -3.3350)
H (2.2856, 5.5445, -2.8513)
H (1.4150, 5.6380, -4.4226)
H (-3.5441, 5.6152, -4.1631)
H (-3.0270, 7.1633, -3.9513)
C (-1.9448, 0.2155, 4.8916)
C (-1.5199, -0.8856, 5.7717)
C (-2.4491, -2.0268, 6.1005)
O (-3.6399, -1.4284, 6.5656)
C (-4.6719, -2.4050, 6.7075)
N (-0.3350, -1.5376, 5.1930)
H (-2.2046, -0.1749, 3.9055)
H (-1.1810, 0.9783, 4.6460)
H (-2.8008, 0.6966, 5.3407)
H (-1.3017, -0.4558, 6.7882)
H (-2.1209, -2.7627, 6.8782)
H (-2.5839, -2.6369, 5.1699)
H (-4.3201, -3.1986, 7.3340)
H (-5.1371, -2.7143, 5.7082)
H (-5.4946, -1.8849, 7.2743)
H (-0.0052, -2.3449, 5.7136)
H (0.4875, -0.9558, 5.1267)
C (1.1040, 2.1825, -6.7166)
C (1.2952, 1.9561, -8.1985)
C (0.2657, 2.6202, -9.0699)
O (-1.0635, 2.1124, -8.8936)
C (-1.4565, 0.7571, -9.2132)
N (2.6718, 2.3409, -8.7011)
H (1.8478, 1.6750, -6.1387)
H (0.1004, 1.8091, -6.3724)
H (1.2842, 3.1978, -6.5022)
H (1.2179, 0.8273, -8.3980)
H (0.4875, 2.5478, -10.2031)
H (0.3053, 3.6897, -8.7532)
H (-0.7494, -0.0140, -8.8299)
H (-1.5067, 0.6017, -10.2699)
H (-2.4929, 0.6744, -8.7879)
H (3.4886, 1.9958, -8.1900)
H (2.7803, 3.3523, -8.5772)
C (-4.7561, -5.8679, 1.4929)
C (-4.3423, -4.6487, 0.6671)
C (-3.5697, -3.6337, 1.4687)
O (-4.4958, -2.9360, 2.3737)
C (-4.2056, -1.5853, 2.6812)
N (-3.5913, -5.0538, -0.5077)
H (-5.5854, -5.6423, 2.1686)
H (-3.9267, -6.2388, 2.0944)
H (-5.0601, -6.6776, 0.7882)
H (-5.2304, -4.1575, 0.3386)
H (-3.1158, -2.8997, 0.8087)
H (-2.7294, -4.0941, 2.0584)
H (-3.1877, -1.2999, 2.5556)
H (-4.5922, -1.3680, 3.6493)
H (-4.8560, -0.9753, 1.9118)
H (-3.8045, -4.5237, -1.3433)
H (-2.5777, -5.1734, -0.4039)
C (2.2469, -2.8581, 7.4731)
C (2.5633, -4.1609, 6.7114)
C (1.7669, -4.4864, 5.4503)
O (0.3829, -4.7619, 5.7331)
C (-0.3588, -5.2490, 4.6357)
N (3.9795, -4.0538, 6.3881)
H (2.3349, -1.9625, 6.8486)
H (2.8795, -2.7996, 8.3631)
H (1.2083, -2.8966, 7.8302)
H (2.5183, -4.9634, 7.4739)
H (2.1307, -5.4198, 5.0090)
H (1.9060, -3.6894, 4.7156)
H (-0.6861, -4.4648, 3.9205)
H (-1.1198, -5.9548, 5.0017)
H (0.3883, -5.8528, 4.0843)
H (4.1087, -3.2374, 5.7822)
H (4.3551, -4.8315, 5.8451)
C (-3.4929, -2.3418, -3.6588)
C (-4.3971, -2.2901, -2.3630)
C (-5.0312, -0.9746, -2.2515)
O (-3.9892, 0.0130, -2.0920)
C (-4.5824, 1.2225, -1.6930)
N (-5.3470, -3.3956, -2.4147)
H (-4.0600, -1.9366, -4.5004)
H (-3.2489, -3.4220, -3.8764)
H (-2.5972, -1.7463, -3.5023)
H (-3.8204, -2.3802, -1.4331)
H (-5.7220, -0.9332, -1.4317)
H (-5.5229, -0.6452, -3.1845)
H (-5.2578, 1.0899, -0.8166)
H (-5.1225, 1.6351, -2.5965)
H (-3.7264, 1.8555, -1.4793)
H (-6.1629, -3.3694, -1.8237)
H (-5.6177, -3.6916, -3.3211)
C (-1.0130, -0.5116, 0.7047)
C (-0.0981, 0.3889, -0.1286)
C (-0.5909, 0.5249, -1.5393)
O (0.2571, 1.3307, -2.2900)
C (-0.2358, 1.4404, -3.5991)
N (-0.0209, 1.6846, 0.5122)
H (-1.3678, -1.4453, 0.1280)
H (-1.8720, 0.0180, 1.0510)
H (-0.3860, -0.9234, 1.5846)
H (0.9607, 0.0267, -0.2259)
H (-1.6905, 0.8923, -1.5964)
H (-0.6568, -0.4774, -2.0394)
H (-0.3739, 0.4363, -4.0232)
H (0.5863, 1.9424, -4.1236)
H (-1.1709, 2.0244, -3.7044)
H (-0.7539, 2.1199, 1.0058)
H (0.3325, 2.4165, -0.1793)
C (3.6766, 2.0527, 2.0194)
C (3.0053, 1.1062, 3.0329)
C (2.7457, 1.8284, 4.3715)
O (2.2858, 0.8721, 5.3104)
C (1.9518, 1.4210, 6.5951)
N (1.7967, 0.5669, 2.3988)
H (4.0623, 1.4175, 1.1818)
H (4.4977, 2.6071, 2.4501)
H (2.9775, 2.7505, 1.5954)
H (3.6736, 0.3079, 3.2276)
H (1.9930, 2.6268, 4.1744)
H (3.6865, 2.2732, 4.7150)
H (1.8294, 0.5876, 7.2509)
H (1.0831, 2.1079, 6.5673)
H (2.8295, 1.9877, 7.0388)
H (1.3795, 0.0381, 3.1382)
H (1.1519, 1.1098, 1.8004)
C (4.4924, -4.0637, 1.6291)
C (5.7138, -3.2852, 2.1385)
C (6.1981, -2.3671, 1.0828)
O (7.1519, -1.5023, 1.6622)
C (7.8391, -0.7080, 0.6757)
N (5.3518, -2.4961, 3.3645)
H (3.6407, -3.5711, 1.9532)
H (4.5759, -5.0404, 2.0108)
H (4.3454, -4.1805, 0.5403)
H (6.4845, -3.9673, 2.4072)
H (5.2921, -1.7870, 0.6927)
H (6.6259, -2.8941, 0.2346)
H (8.6741, -1.3295, 0.1949)
H (8.2201, 0.2027, 1.1397)
H (7.1333, -0.4487, -0.1190)
H (6.2214, -1.9986, 3.7138)
H (4.5909, -1.8080, 3.1631)
C (0.4205, -3.7645, -0.0859)
C (1.0252, -5.1004, -0.5298)
C (0.5775, -6.1201, 0.5144)
O (-0.8065, -6.2450, 0.6231)
C (-1.0742, -7.4451, 1.4844)
N (0.5509, -5.4884, -1.8163)
H (-0.6379, -3.8121, 0.1343)
H (0.5298, -2.9324, -0.7886)
H (0.9050, -3.4810, 0.8898)
H (2.1440, -5.0738, -0.4643)
H (0.9793, -5.8099, 1.5232)
H (1.0439, -7.0692, 0.3204)
H (-2.0926, -7.7420, 1.2105)
H (-0.9210, -7.0115, 2.4396)
H (-0.2808, -8.1536, 1.2640)
H (0.6916, -4.6855, -2.5045)
H (-0.4155, -5.7386, -1.8243)
C (3.2925, -2.5596, -2.5557)
C (2.5234, -1.2191, -2.6299)
C (3.1623, -0.1482, -1.7181)
O (4.4634, 0.1634, -2.2457)
C (5.0647, 1.2315, -1.5497)
N (2.4410, -0.7982, -3.9975)
H (3.3560, -2.8421, -1.5071)
H (4.3059, -2.4885, -2.8980)
H (2.5702, -3.2643, -3.0261)
H (1.6033, -1.4596, -2.1676)
H (3.3263, -0.5539, -0.6564)
H (2.4837, 0.7449, -1.6354)
H (5.7125, 0.8298, -0.7628)
H (4.3265, 1.9810, -1.1721)
H (5.7014, 1.6407, -2.2770)
H (1.8021, 0.0114, -4.1687)
H (3.3816, -0.5069, -4.2506)

Atomic forces in eV per Å
3.1674 -0.4761 0.6916
-1.3978 1.8461 0.3527
-0.6455 -0.3296 -0.4305
-0.4913 0.3868 1.3173
-0.0296 0.3626 0.2707
0.8223 0.2866 0.4706
-0.7750 -0.1503 0.1549
-1.3445 0.5179 -0.4383
-0.5828 -0.0943 -0.1059
0.6569 -0.9868 -1.4848
0.2184 0.2648 0.4613
0.3418 -0.9420 -1.0348
0.2719 0.0364 0.5296
0.0963 0.0026 0.2529
-0.1964 -0.3195 -0.8172
0.4145 -0.0669 -0.2824
-0.2960 -0.5269 0.0280
-0.8331 1.0344 -0.6599
-0.7557 -1.3684 0.2287
0.9410 -0.4879 -1.5767
0.6882 1.1172 0.6467
1.0720 0.3239 -1.5770
-0.7171 0.9703 0.8016
0.6068 -0.6099 0.1702
0.3785 -0.2648 0.8268
0.2713 -0.0115 -0.0233
0.3591 0.1827 0.1355
-0.9811 0.2506 0.7125
-0.3551 -0.0839 -0.0433
-1.4918 -0.2557 0.7623
0.0302 -0.1414 0.3084
0.5684 -0.0162 0.0631
0.6615 -0.8206 -1.1861
-0.4733 0.1347 0.3686
0.1492 -0.5616 0.6228
0.4168 -1.3486 -1.2253
-1.6918 -0.8395 -0.1533
-0.1236 0.3133 -0.3846
0.1016 0.7972 0.2513
0.4179 0.0302 0.5105
-0.4109 0.7174 -0.6690
0.4908 0.1707 0.0445
0.0889 -0.1761 0.1844
0.3441 0.7199 0.3121
0.8127 -0.0983 0.2764
0.4166 0.9212 0.4653
-0.0808 -0.5765 0.6942
-0.1104 -0.1100 -0.5247
0.2451 -0.3705 0.0525
-0.5259 0.4575 -0.5883
-0.4667 -0.0620 0.1843
-0.3475 -1.2146 -0.2302
-0.1527 0.4446 -0.3072
0.3611 -2.2458 -0.1763
1.4001 0.2079 -1.1231
-0.0128 -1.0428 0.2790
0.8326 -0.7209 1.0373
-0.4638 -0.4786 -0.0658
-0.0954 -0.1838 0.0673
-0.4166 0.5122 -0.0353
-0.1638 0.8038 0.7106
-0.0229 0.1043 0.0506
-0.2276 1.6863 -0.7035
-0.5318 0.2159 0.6405
-0.2729 1.4052 -0.2028
-0.5157 -0.2868 0.5814
0.5597 0.9215 0.2303
-0.1756 -0.1121 -0.7662
-0.1332 -0.9757 -1.3416
-0.7987 -2.0225 2.4916
1.7966 0.9226 0.4723
-0.2730 -0.9208 -1.2610
-0.9387 -0.5453 1.7560
-1.1068 0.7390 -1.2031
0.8417 1.0247 0.8579
-0.4990 0.3602 0.2257
0.1551 0.0188 -0.2976
0.0179 0.1474 0.0019
0.6017 -0.2608 -0.7546
-0.1439 0.2337 0.3274
-0.6543 -0.1958 -0.6567
0.7066 1.0340 0.1594
0.4939 0.1076 -1.0026
0.5694 0.1458 0.3169
-0.3831 0.0748 -0.1958
-0.7079 0.5806 -1.3293
2.9202 -0.9885 2.2871
-1.0219 -0.3224 -0.8193
-0.8277 -0.8334 -0.3874
-1.5788 1.9293 -0.4348
0.5071 -0.3449 -0.2753
-0.2572 -0.0261 0.0780
0.0156 -0.4608 0.6880
-0.3562 0.3332 -0.1023
0.0772 0.0076 -0.6119
0.5014 0.7487 -0.4563
-0.3284 0.3809 0.4146
0.1379 -0.9428 0.0445
0.9814 0.0298 1.2233
0.7100 -0.5213 -0.5218
-0.4574 -0.1128 0.1423
-0.0985 0.6280 -0.0075
-1.2675 -1.1746 -0.3030
1.9666 -2.8220 -0.7054
-0.3279 -0.1205 -1.7951
-0.2315 0.2680 0.7666
0.4330 0.6457 1.0299
-0.6626 0.8588 0.2685
0.5451 -0.7199 0.2122
0.8375 0.6621 -0.3288
-0.3386 1.6046 0.4047
0.1800 1.3940 0.2938
0.2318 0.1483 1.8029
-0.7433 -0.4804 -0.5151
-0.6288 0.5192 0.1705
-0.0824 0.0914 -0.9242
1.1422 -0.1921 -0.2738
-0.8195 -0.5381 0.1184
-0.2231 -0.1631 -0.2739
-0.3411 -0.4614 -0.4865
0.9222 -0.6629 0.1454
-0.1278 1.0318 1.6415
0.9798 -1.1356 -0.1532
-2.4092 0.2697 -2.8482
0.7184 -0.5053 -0.5334
0.1001 0.0222 -0.0317
0.1289 -0.0225 0.0149
0.1261 0.5795 0.5685
-0.7461 0.3933 -0.4125
0.0232 0.2052 -0.2740
-0.6795 0.2228 -0.3761
0.8825 -0.0129 0.0577
-0.0187 0.1827 0.8720
1.2923 -0.4883 1.3377
-0.1618 -0.0448 0.2119
-0.6386 0.0631 0.3573
-1.2042 -0.5839 -0.1291
0.8174 0.0128 0.9152
-0.9828 -0.6209 0.4590
-0.0368 1.0585 0.6804
1.5935 -0.5933 -0.5711
0.6464 0.3926 -0.8158
0.2480 -0.1066 0.0240
0.0858 0.1011 -0.3388
0.1068 0.0962 -0.0782
-0.5073 0.0743 -0.5898
0.5266 0.0617 -0.0524
-0.1999 0.2276 -0.1160
-0.2691 -0.2602 0.6538
-0.0778 0.6998 -0.1772
-0.5586 -0.1741 -0.3271
0.1821 -0.2534 0.1728
-0.3240 0.0285 0.2020
-0.6805 -1.1968 1.3345
0.6033 -1.0964 -1.0689
0.5604 2.1230 -1.3623
-0.7104 -1.0208 0.8191
0.0443 0.2744 -0.9921
0.2963 -0.1588 0.4947
0.0232 -0.0043 0.0058
-0.1006 1.2523 0.2757
-0.0388 -0.0969 -0.0731
0.3838 -0.2589 -0.2974
-0.4850 0.0767 0.6232
-0.4763 -0.5492 0.1820
0.4070 0.2700 -0.5389
0.1067 -0.1134 1.1212
-0.2637 0.4910 0.3165
0.0829 0.3487 0.2073
-0.1150 -0.0206 -0.8645
1.8837 -2.7288 0.0502
-0.3329 0.1414 -0.1149
-2.4830 -1.0339 -0.5495
-0.2878 0.4708 0.0623
0.8611 0.4018 -0.4349
2.5353 1.9989 -1.9852
0.5453 1.4792 0.7023
-0.5989 0.4330 0.2832
-1.2398 0.7220 -1.1200
-0.9282 -0.1190 0.4961
1.5691 -0.2209 0.2984
0.1782 0.2929 0.3850
-0.1649 0.0681 -0.1446
-0.4785 0.0034 -0.2634
0.2808 -0.2070 0.2990
-1.4981 -0.1983 0.5274
-0.5051 -1.3798 1.2888
0.4139 -1.3649 -0.2798
-1.1927 2.1258 -1.1384
-0.1847 -0.0960 -0.7846
-0.3998 0.4012 0.4867
1.5204 1.0047 -0.3971
1.1234 -0.7915 0.7077
-0.2298 0.6012 0.6135
0.3412 0.1344 0.1326
-0.4511 0.3420 -0.1011
0.7464 -0.9999 0.3069
0.2802 -0.2957 0.3477
-0.0467 0.1490 0.1806
-0.6190 -0.5787 0.3736
0.2608 -0.4704 -0.0691
-0.8375 -0.3141 -0.7032
-1.0580 -0.3837 -0.0901
0.6320 0.2928 0.7962
1.4988 0.0324 -1.0323
-1.4539 1.0192 0.4307
-0.5581 1.3573 -0.7144
0.6331 0.7896 -0.7482
0.2315 -1.4939 -0.2791
0.6161 0.0858 0.1281
-1.8770 0.7253 0.8975
-0.4570 -1.2932 0.6714
0.6889 0.3226 0.2182
0.7483 -0.5154 0.3857
0.9963 -0.3408 0.3050
0.1430 -0.2651 -0.2658
-0.9210 0.9391 0.6736
0.0656 -0.2507 0.0398
0.1376 0.1232 0.0136
-1.7120 -0.6057 -0.7585
1.1245 -0.6580 0.0787
1.0944 0.8509 1.3244
-0.8845 0.5326 1.3105
1.2281 0.8484 1.2321
-0.5131 -1.5893 -0.0369
0.1619 2.2617 -2.2317
1.3292 1.0939 -2.4931
-0.3473 -0.4238 -0.0873
0.3597 -0.1957 -0.0943
-0.3645 0.1141 -0.7956
-0.8358 0.0444 -0.3408
-0.0927 -0.0416 -0.6926
0.1931 -0.6875 -0.4368
0.3942 -0.2003 0.5076
-0.3699 -0.3615 1.4318
-0.3843 -0.5096 0.0309
-0.3589 -1.5142 1.0185
-0.6321 -0.0677 0.2215
-1.7682 0.3199 0.5759
2.0422 0.1100 1.3451
0.4093 -0.5932 1.0183
-1.5088 0.0812 0.1866
-0.4934 -0.5285 0.4289
-0.7427 0.9861 -1.0774
-0.0117 -0.0805 0.2530
0.3328 -0.2140 -0.7782
1.2834 0.0133 -0.1310
-1.5384 0.0719 -0.0101
-0.4846 0.3975 -1.1665
0.8353 -0.4986 -0.2893
-0.3834 0.2994 0.3569
0.5876 -0.5617 -0.2067
0.9761 1.1596 -0.7801
0.8504 -0.9165 0.5140
-0.1459 0.1107 -0.2099

Results
Spin multiplicity: 1
Kohn-Sham gap in Ha: 0.31636
LUMO level in eV: 0.374
Energy above the lowest of the compared OMol25 structures with the same formula, charge and spin in kcal per mole: 128.4
HOMO in eV: -8.234
Net charge: 0
E_tot in eV: -117948.5422